[1]
The following is a DFT calculation (the ωB97M-V functional and the def2-TZVPD basis) of C21H19N3O3S in the gas phase.

Calculated values
**LUMO energy**: 0.07 eV
**Structure (SMILES)**: N#C/C(C(=O)NCc1ccccc1)=C1\S[C@H](CCO)C(=O)N1c1ccccc1
**Relative energy (zero: lowest compared OMol25 entry of this formula, charge and spin)**: 2.173 eV

Structure (ORCA input):
```
! RIJCOSX wB97M-V def2-TZVPD def2/J DEFGRID3
* xyz 0 1
N -1.8334 -3.1348 -2.0647
C -1.5620 -2.2855 -1.3391
C -1.1513 -1.2852 -0.4463
C -0.3159 -1.7488 0.7076
O -0.4745 -1.3310 1.8366
N 0.5635 -2.7170 0.3798
C 1.4476 -3.3124 1.3603
C 2.8341 -2.7212 1.2932
C 3.3687 -2.0429 2.3788
C 4.6409 -1.5016 2.3097
C 5.3841 -1.6180 1.1479
C 4.8529 -2.2845 0.0561
C 3.5870 -2.8369 0.1307
C -1.6127 -0.0149 -0.5968
S -2.8749 0.3833 -1.7472
C -2.9699 2.1015 -1.1538
C -2.8098 3.1276 -2.2708
C -4.0035 3.1215 -3.2309
O -3.8295 4.0097 -4.3015
C -1.8627 2.2678 -0.1239
O -1.6047 3.3168 0.4072
N -1.1810 1.0963 0.0846
C 0.0482 1.1239 0.8099
C 1.2183 0.7449 0.1656
C 2.4183 0.8016 0.8483
C 2.4487 1.2452 2.1598
C 1.2792 1.6330 2.7893
C 0.0709 1.5752 2.1178
H 0.6537 -3.0047 -0.5819
H 1.0059 -3.1193 2.3404
H 1.4853 -4.3926 1.1853
H 2.7846 -1.9388 3.2809
H 5.0528 -0.9865 3.1649
H 6.3751 -1.1923 1.0919
H 5.4285 -2.3790 -0.8531
H 3.1836 -3.3684 -0.7201
H -3.9416 2.2332 -0.6672
H -2.7054 4.1133 -1.8072
H -1.8986 2.9198 -2.8369
H -4.9256 3.3511 -2.6759
H -4.1104 2.1317 -3.6837
H -3.7377 4.9059 -3.9584
H 1.1876 0.4076 -0.8610
H 3.3293 0.4991 0.3547
H 3.3885 1.2866 2.6885
H 1.3025 1.9778 3.8117
H -0.8466 1.8660 2.6024
*
```

Results of the Löwdin charge analysis, in e, for atoms 1 through 2: 0.175 -0.257


[2]
The following is a DFT calculation (the ωB97M-V functional and the def2-TZVPD basis) of C21H19N3O3S2 in the gas phase in a non-equilibrium geometry.

Calculated values
**LUMO energy**: -0.02 eV
**Relative energy (zero: lowest compared OMol25 entry of this formula, charge and spin)**: 5.308 eV

Structure (ORCA input):
```
! RIJCOSX wB97M-V def2-TZVPD def2/J DEFGRID3
* xyz 0 1
N 1.1420 -9.4450 2.1851
O 2.6525 0.5141 1.4490
O -1.9255 5.4710 -3.4714
C 0.5763 -8.4323 2.0055
N -2.2060 -6.1123 1.9207
O -2.4077 -3.7773 1.1449
S 2.0200 -2.1357 -0.4382
C 1.4544 0.8050 1.3279
C 1.4753 -3.6370 0.1145
C 0.0088 -2.1906 1.1809
C 0.4417 -3.5701 0.9650
C 0.7996 -1.3326 0.5064
C -1.5594 -7.2787 1.9292
C -1.6544 -4.8907 1.5945
C 0.4619 -6.0327 1.8586
C 1.3386 3.6483 -2.1483
C -0.9788 3.9194 -1.2945
C 1.6777 3.0050 -0.9659
C -0.6172 3.3606 -0.0467
C -0.1656 -7.2152 1.9003
C -0.2123 -4.7810 1.5508
C 0.0177 4.1188 -2.2878
C 0.7224 2.9273 0.1203
N 0.7029 -0.0014 0.5230
S -0.4574 5.2517 -3.6561
C -3.5607 -3.6447 1.9072
C 1.1053 2.3162 1.4657
C 1.3771 7.4556 -3.7577
C 0.1920 6.8387 -2.9414
H 2.0046 -4.6263 -0.0640
H -0.6972 -1.8965 1.9403
H -1.9320 -8.2586 1.9457
H 1.5494 -5.8640 1.8556
H 2.1340 3.5235 -2.8565
H -1.9633 4.3111 -1.5235
H 2.6191 2.4720 -0.9227
H -1.2473 3.4184 0.8533
H -0.1688 0.4084 0.4349
H -3.7892 -2.6129 2.0432
H -4.3330 -4.2271 1.3317
H -3.5380 -4.0511 2.9271
H 1.9427 2.7232 1.9539
H 0.3048 2.4613 2.1226
H 1.1586 7.4972 -4.8589
H 1.4309 8.4763 -3.3616
H 2.3444 6.9933 -3.6261
H -0.6709 7.4125 -2.9540
H 0.4301 6.6848 -1.8826
*
```

Results of the Löwdin charge analysis, in e, for atoms 1 through 2: 0.156 0.041


[3]
The following is a DFT calculation (the ωB97M-V functional and the def2-TZVPD basis) of 2 unconnected molecules or ions with the total composition C21H19N4O8 in a non-equilibrium geometry.

Calculated values
**LUMO energy**: 1.84 eV
**Relative energy (zero: lowest compared OMol25 entry of this formula, charge and spin)**: 0.000 eV

Structure (ORCA input):
```
! RIJCOSX wB97M-V def2-TZVPD def2/J DEFGRID3
* xyz -1 1
C -5.2525 2.8287 -1.9545
O -4.8763 1.6753 -1.1747
C -3.6236 1.1765 -1.3366
C -3.2554 0.1024 -0.4890
C -1.9421 -0.2937 -0.4274
C -0.9396 0.3423 -1.2006
C 0.4385 -0.0870 -1.0771
C 1.5513 0.7096 -1.0963
C 2.8489 0.0602 -1.3156
O 2.9667 -1.1418 -1.5596
N 3.9810 0.8736 -1.2793
C 5.2553 0.2287 -1.4515
C 3.9716 2.2646 -1.1532
O 4.9941 2.9458 -1.1267
N 2.7061 2.8541 -1.0708
C 2.7302 4.2955 -0.9639
C 1.5194 2.1520 -0.7959
O 0.5446 2.7372 -0.3280
C -1.3493 1.3087 -2.1475
C -2.6704 1.7029 -2.2442
H -6.2858 3.0139 -1.6651
H -4.6272 3.6998 -1.7162
H -5.1897 2.6218 -3.0320
H -4.0163 -0.3620 0.1343
H -1.6260 -1.0968 0.2427
H 0.6085 -1.1601 -1.1044
H 6.0079 1.0084 -1.4110
H 5.4002 -0.5018 -0.6532
H 5.2848 -0.2940 -2.4094
H 1.7068 4.6519 -0.9067
H 3.2915 4.5963 -0.0751
H 3.2341 4.7134 -1.8380
H -0.6061 1.7317 -2.8275
H -2.9647 2.4582 -2.9736
C 1.3186 -1.9352 1.2212
N 2.0802 -0.9798 1.8289
O 2.8537 -0.2144 1.1636
O 2.0316 -0.8520 3.0854
C 0.2162 -2.5634 1.8842
C -0.0415 -2.4288 3.2826
C -1.1164 -3.0575 3.8886
C -2.0045 -3.8500 3.1305
N -3.1971 -4.3391 3.7488
O -4.0029 -5.0382 3.0941
O -3.3981 -4.0255 4.9488
C -1.7731 -4.0229 1.7425
C -0.7037 -3.3797 1.1356
H 1.5806 -2.2019 0.1972
H 0.6318 -1.8373 3.8886
H -1.3078 -2.9406 4.9529
H -2.4571 -4.6534 1.1741
H -0.5271 -3.4967 0.0602
*
```

Results of the Löwdin charge analysis, in e, for atoms 1 through 2: -0.073 -0.091


[4]
The following is a DFT calculation (the ωB97M-V functional and the def2-TZVPD basis) of C21H19N5O4 in the gas phase in a non-equilibrium geometry.

Calculated values
**LUMO energy**: -0.55 eV
**Structure (SMILES)**: CCCCOc1ccc(C(=O)Nc2cccc3c(=O)cc(-c4nn[nH]n4)oc23)cc1
**Relative energy (zero: lowest compared OMol25 entry of this formula, charge and spin)**: 6.903 eV

Structure (ORCA input):
```
! RIJCOSX wB97M-V def2-TZVPD def2/J DEFGRID3
* xyz 0 1
C -0.7347 1.7340 6.9651
C -0.3349 3.0588 6.5373
C 0.9150 3.2218 5.8031
C 0.8170 2.7607 4.3459
O -0.4593 3.0315 3.7116
C -0.7002 2.3534 2.4948
C -2.0913 2.2503 2.0010
C -2.3651 1.6225 0.8101
C -1.3372 1.1042 -0.0371
C -1.6727 0.7884 -1.4664
O -2.7431 1.0316 -2.0004
N -0.6971 0.2320 -2.2797
C -0.6659 -0.3084 -3.6043
C -1.3840 0.3478 -4.6178
C -1.4241 -0.0358 -5.9566
C -0.6125 -1.1480 -6.3042
C 0.1805 -1.7750 -5.2921
C 0.9317 -2.9201 -5.8355
O 0.7164 -3.3783 -6.9439
C 1.6229 -3.6477 -4.8698
C 1.3466 -3.3819 -3.5308
C 1.8523 -4.3204 -2.5222
N 1.6933 -4.2165 -1.2059
N 2.4880 -4.9973 -0.5621
N 2.8720 -5.7732 -1.6219
N 2.5931 -5.2458 -2.8575
O 0.6885 -2.1895 -3.0234
C 0.0756 -1.4127 -3.9418
C 0.0049 1.1227 0.5192
C 0.2501 1.6807 1.7465
H 0.1441 1.2891 7.5413
H -1.0112 1.1364 6.1625
H -1.5795 1.6553 7.6898
H -1.1952 3.4311 5.9180
H -0.2426 3.5831 7.4798
H 1.7734 2.7506 6.3133
H 1.0251 4.2632 5.7236
H 1.6701 3.1427 3.8315
H 0.8890 1.6766 4.3225
H -2.8951 2.6481 2.5898
H -3.4113 1.5998 0.4374
H 0.0903 -0.0508 -1.6846
H -1.9773 1.2449 -4.3343
H -2.0018 0.4374 -6.7970
H -0.6964 -1.6488 -7.2363
H 2.2497 -4.4365 -5.1331
H 3.3292 -6.6684 -1.4643
H 0.8204 0.7327 -0.0387
H 1.1931 1.6233 2.2173
*
```

Results of the Löwdin charge analysis, in e, for atoms 1 through 2: -0.133 -0.332


[5]
The following is a DFT calculation (the ωB97M-V functional and the def2-TZVPD basis) of a molecular structure, C21H20BrN6OTi in a non-equilibrium geometry.

Calculated values
**LUMO energy**: -11.88 eV

Structure (ORCA input):
```
! RIJCOSX wB97M-V def2-TZVPD def2/J DEFGRID3
* xyz 3 1
Ti 0.0948 1.6104 0.0014
Br -5.4229 1.0790 4.4199
C -4.0292 1.7475 3.3752
C -4.1630 2.9055 2.6508
C -3.1361 3.2425 1.7933
C -1.9501 2.5119 1.7109
O -1.1471 2.7977 0.6205
C -1.6790 1.4916 2.6822
C -0.4926 0.7319 2.6680
N 0.5478 1.0777 1.8806
C 1.8604 0.6246 2.0333
C 2.4152 -0.2180 2.9929
C 3.8157 -0.2801 3.1285
C 4.6582 0.2545 2.1815
C 4.1967 1.1137 1.1582
C 4.9686 1.7868 0.1995
C 4.3269 2.4968 -0.8438
C 2.9456 2.4921 -0.8453
N 2.1933 1.9613 0.1013
C 2.7673 1.1989 1.0636
C -2.7912 1.0894 3.4729
H -5.1408 3.4442 2.6563
H -3.1699 4.1025 1.1288
H -0.3875 -0.0841 3.3863
H 1.7853 -0.7079 3.7652
H 4.2613 -0.8210 3.9740
H 5.7369 0.0542 2.2177
H 6.0651 1.7701 0.2537
H 4.8947 3.0838 -1.5874
H 2.4006 2.8815 -1.7054
H -2.7125 0.3419 4.2422
C -0.1585 -3.7294 -3.8072
C -1.6106 -3.2085 -3.6994
C -2.5127 -3.7898 -2.6889
C -1.6151 -1.6961 -3.6358
N -0.9397 -1.0911 -2.5327
C -0.9147 -1.2610 -1.1917
N -0.4194 -0.1724 -0.6079
N -0.2166 0.7369 -1.6374
N -0.4978 0.1918 -2.7860
H -0.1957 -4.7680 -4.0608
H 0.3748 -3.6759 -2.8581
H 0.4235 -3.2399 -4.5679
H -2.1039 -3.4518 -4.6757
H -2.0462 -3.8135 -1.6623
H -2.7520 -4.8184 -2.9286
H -3.4814 -3.2390 -2.6724
H -2.6771 -1.3389 -3.5802
H -1.1025 -1.2571 -4.5142
H -1.2665 -2.1589 -0.6693
*
```

Results of the Löwdin charge analysis, in e, for atoms 1 through 2: 1.320 0.912


no.,E_tot (eV),frontier orbital gap (eV),E_HOMO (eV)
1,-43533.88053,8.89,-8.82
2,-54364.55472,8.74,-8.77
3,-44422.73431,6.24,-4.40
4,-37721.40078,7.98,-8.53
5,-126219.27222,5.16,-17.04